A structure of composition C2H2CrFLiO2 in a non-equilibrium geometry, computed with ωB97M-V/def2-TZVPD.

```
9
Properties=species:S:1:pos:R:3:forces:R:3
H -1.107 -1.075 0.207 -1.283 3.106 -0.891
O 1.733 -0.300 0.501 -1.114 -0.361 -0.327
C 0.665 -0.879 0.394 3.906 1.431 2.096
C -0.456 -0.238 -0.369 -1.561 -6.525 0.521
O -0.439 1.109 -0.227 -0.058 1.548 0.536
Li 1.450 1.611 0.411 0.614 -0.369 0.114
Cr -1.726 2.235 -0.807 -0.678 0.187 -0.168
F 0.436 -1.852 1.293 -0.399 0.672 -2.073
H -0.556 -0.612 -1.403 0.573 0.311 0.191
```
Positions in Å, forces in eV/Å.

ΔE to the lowest compared entry with this formula, charge and spin: 28.5 kcal/mol
E_tot: -37525.4549 eV
<S²>: 6.024
spin multiplicity: 5
net charge: +2
HOMO energy (alpha / beta): -19.4575 / -19.5114 eV

Just the Löwdin charges please, in e? Sure, here they are: 0.209, 0.090, -0.377, -0.237, -0.357, 0.865, 1.462, 0.182, 0.162

---

A structure of composition C33H58As3OS3SiV, computed with ωB97M-V/def2-TZVPD.

```
100
Properties=species:S:1:pos:R:3:forces:R:3
V -0.150 -0.029 0.785 0.012 0.034 0.164
C 3.291 0.713 -1.657 0.000 0.003 0.003
C 3.502 0.078 -0.293 -0.018 -0.035 -0.004
S 2.250 0.255 1.031 0.031 0.029 -0.028
C 2.325 1.960 1.661 -0.015 0.013 -0.008
C 1.336 2.980 1.096 0.012 -0.002 0.022
S -0.137 2.321 0.263 -0.052 0.030 -0.033
C 0.314 1.871 -1.457 0.007 -0.017 0.030
C 1.381 2.698 -2.160 -0.032 0.009 -0.023
S 3.090 2.509 -1.600 0.017 -0.004 -0.027
H 2.460 0.262 -2.198 -0.005 0.006 -0.005
H 4.186 0.501 -2.245 0.003 -0.003 0.004
H 4.407 0.461 0.181 0.001 0.002 0.009
H 3.631 -1.003 -0.381 0.013 0.003 0.000
H 3.351 2.303 1.526 0.003 -0.005 0.011
H 2.151 1.829 2.729 -0.002 -0.005 0.020
H 1.802 3.673 0.401 0.007 -0.006 0.013
H 0.899 3.559 1.913 0.013 -0.003 0.007
H -0.630 1.979 -1.992 0.000 0.001 -0.012
H 0.586 0.802 -1.498 0.003 0.003 -0.008
H 1.161 3.764 -2.074 0.001 0.000 0.011
H 1.320 2.459 -3.223 0.017 -0.003 0.003
C -3.631 1.081 0.607 0.001 -0.004 -0.018
As -2.471 -0.189 -0.279 -0.038 0.033 -0.020
C -2.773 0.194 -2.155 -0.014 0.009 0.021
C -3.270 -1.898 0.197 -0.010 0.013 0.022
C -2.780 -3.215 -0.429 0.034 0.013 0.001
C -3.697 -4.294 0.180 -0.002 -0.010 -0.006
C -1.354 -3.575 0.009 -0.010 -0.004 -0.011
As 0.146 -2.349 -0.248 0.038 -0.034 -0.015
C 1.580 -3.364 0.560 -0.006 -0.008 -0.002
C 0.656 -2.268 -2.115 -0.008 -0.009 0.009
C -2.920 -3.190 -1.960 -0.014 -0.019 0.009
As -2.928 -4.968 -2.901 0.010 0.006 0.007
C -1.112 -4.953 -3.646 -0.008 -0.008 0.005
C -3.823 -4.295 -4.501 -0.002 -0.008 -0.003
H -4.644 0.938 0.231 -0.003 -0.001 -0.001
H -3.305 2.096 0.385 0.001 0.000 0.002
H -3.617 0.916 1.682 0.006 -0.004 0.002
H -3.733 -0.239 -2.432 -0.003 0.003 -0.002
H -1.999 -0.222 -2.795 0.003 -0.002 0.008
H -2.827 1.274 -2.283 0.001 0.001 -0.001
H -4.332 -1.770 -0.032 -0.001 -0.001 -0.004
H -3.185 -1.935 1.289 0.005 0.001 -0.005
H -3.708 -4.227 1.270 0.002 0.002 -0.001
H -3.370 -5.294 -0.100 -0.004 -0.005 0.002
H -4.719 -4.172 -0.181 0.001 -0.002 0.002
H -1.037 -4.496 -0.489 -0.008 0.000 -0.006
H -1.328 -3.775 1.085 0.004 0.016 0.004
H 1.746 -4.257 -0.043 -0.003 -0.001 -0.003
H 1.290 -3.650 1.567 -0.008 -0.004 -0.002
H 2.497 -2.782 0.616 -0.002 0.007 -0.010
H 0.615 -3.273 -2.530 0.005 0.000 -0.006
H 1.680 -1.901 -2.176 0.008 0.004 0.002
H -0.004 -1.620 -2.688 -0.005 0.001 0.005
H -2.170 -2.540 -2.425 0.016 0.000 0.002
H -3.899 -2.768 -2.207 -0.001 -0.004 -0.002
H -0.371 -5.209 -2.887 0.003 0.003 0.001
H -0.870 -4.001 -4.122 0.004 0.003 -0.002
H -1.066 -5.733 -4.406 -0.006 0.001 0.000
H -4.873 -4.106 -4.283 0.001 0.003 0.001
H -3.771 -5.063 -5.272 -0.001 0.002 -0.001
H -3.352 -3.385 -4.877 -0.001 0.000 0.000
C -3.099 -0.578 4.325 -0.010 -0.015 -0.018
C -1.792 -1.238 4.787 0.029 0.052 -0.043
C -1.769 -2.699 4.328 -0.002 -0.012 0.009
C -1.699 -1.170 6.324 -0.008 -0.004 0.014
Si -0.353 -0.221 4.173 0.036 0.060 0.011
O -0.570 -0.257 2.334 -0.014 -0.088 -0.127
C -0.489 1.600 4.489 -0.043 -0.024 -0.048
C 0.032 2.146 5.668 0.015 -0.008 0.023
C -0.115 3.496 5.955 0.006 0.013 0.002
C -0.791 4.326 5.072 -0.005 -0.013 0.004
C -1.337 3.801 3.907 0.009 0.007 0.010
C -1.190 2.451 3.624 -0.004 -0.014 0.004
C 1.375 -0.870 4.302 -0.024 0.020 0.025
C 2.436 -0.027 4.657 0.005 0.000 -0.006
C 3.740 -0.501 4.707 0.006 -0.021 -0.003
C 4.007 -1.829 4.399 -0.010 0.022 0.003
C 2.969 -2.682 4.047 -0.012 -0.006 -0.008
C 1.667 -2.207 4.003 0.035 -0.008 0.002
H -3.946 -1.096 4.782 -0.004 0.005 -0.007
H -3.222 -0.652 3.239 -0.002 -0.006 0.016
H -3.163 0.473 4.611 0.005 0.005 0.010
H -2.700 -3.187 4.628 0.004 -0.003 0.002
H -0.954 -3.261 4.784 0.003 -0.003 0.010
H -1.688 -2.791 3.238 -0.013 0.009 -0.009
H -2.526 -1.737 6.757 0.009 0.002 0.014
H -1.780 -0.145 6.695 -0.001 -0.006 -0.009
H -0.770 -1.604 6.700 -0.007 -0.006 0.001
H 0.552 1.516 6.383 -0.015 0.011 -0.006
H 0.290 3.898 6.874 0.002 -0.003 0.001
H -0.911 5.377 5.301 0.001 -0.001 0.002
H -1.897 4.443 3.238 0.000 -0.006 -0.001
H -1.670 2.051 2.736 0.006 0.004 -0.006
H 2.246 1.007 4.920 0.015 -0.009 -0.008
H 4.544 0.157 5.009 -0.003 0.000 -0.001
H 5.021 -2.205 4.456 0.001 0.003 0.001
H 3.174 -3.724 3.837 0.001 0.001 0.003
H 0.869 -2.896 3.755 -0.013 0.000 0.000
```
Positions in Å, forces in eV/Å.

ΔE to the lowest compared entry with this formula, charge and spin: 3.3 kcal/mol
E_tot: -285774.1042 eV
<S²>: 0.774
spin multiplicity: 2
net charge: +3
HOMO energy (alpha / beta): -15.2131 / -15.2130 eV

Löwdin population analysis, charges in e, atoms 1 to 99: 0.240, -0.491, -0.429, 0.914, -0.409, -0.428, 0.917, -0.476, -0.477, 0.958, 0.061, 0.101, 0.103, 0.078, 0.105, 0.065, 0.064, 0.085, 0.071, 0.035, 0.098, 0.102, -0.226, 1.137, -0.234, -0.299, -0.676, -0.068, -0.284, 1.148, -0.223, -0.232, -0.368, 1.165, -0.346, -0.327, 0.064, 0.039, 0.024, 0.057, 0.025, 0.046, 0.108, 0.073, 0.094, 0.066, 0.105, 0.095, 0.081, 0.064, 0.030, 0.023, 0.024, 0.032, 0.026, 0.041, 0.076, 0.003, 0.020, 0.035, 0.028, 0.035, 0.029, -0.069, -0.607, -0.072, -0.059, 0.728, -0.382, -0.242, -0.083, -0.035, -0.037, -0.064, -0.130, -0.243, -0.106, -0.047, -0.040, -0.059, -0.103, 0.107, 0.048, 0.089, 0.104, 0.083, 0.055, 0.107, 0.088, 0.094, 0.116, 0.124, 0.124, 0.117, 0.063, 0.091, 0.121, 0.123, 0.120

---

A cluster of 3 separate species, C17H19NO11 in total in a non-equilibrium geometry, computed with ωB97M-V/def2-TZVPD.

```
48
Properties=species:S:1:pos:R:3:forces:R:3
O -7.342 -1.391 2.949 -0.137 0.212 0.038
C -6.311 -1.542 2.324 0.147 -0.491 -0.021
C -5.668 -2.829 2.119 -0.171 0.059 0.101
C -4.524 -2.893 1.427 -0.200 -0.167 0.138
O -3.878 -4.027 1.196 0.073 -0.010 -0.029
C -3.872 -1.667 0.850 -0.166 0.492 0.015
O -2.823 -1.815 0.250 0.073 -0.216 -0.057
C -4.524 -0.385 1.037 0.202 -0.072 -0.105
C -5.671 -0.319 1.727 0.189 0.174 -0.142
O -6.324 0.811 1.939 -0.067 -0.002 0.046
H -6.143 -3.704 2.539 0.019 -0.018 -0.002
H -3.088 -3.786 0.678 0.096 0.022 -0.067
H -4.055 0.488 0.606 -0.018 0.023 0.012
H -7.111 0.574 2.464 -0.096 -0.012 0.067
O 0.973 6.666 -2.754 -0.126 0.119 -0.252
C 1.410 5.551 -2.530 0.189 -0.082 0.604
C 1.908 5.116 -1.240 -0.145 0.255 -0.184
C 2.383 3.869 -1.096 0.055 0.197 0.444
O 2.849 3.400 0.047 -0.127 0.050 -0.385
C 2.417 2.900 -2.247 -0.149 0.216 -0.254
O 2.878 1.804 -2.016 0.026 -0.428 -0.242
C 1.897 3.328 -3.537 0.096 -0.208 0.069
C 1.423 4.572 -3.673 0.043 -0.234 -0.157
O 0.932 5.043 -4.811 -0.024 0.049 -0.022
H 1.879 5.824 -0.424 0.022 -0.013 0.021
H 3.144 2.468 -0.093 0.075 -0.084 0.233
H 1.913 2.618 -4.351 -0.002 0.019 -0.026
H 0.668 5.963 -4.625 -0.026 0.129 0.036
C 4.948 -2.363 0.067 0.186 -0.235 0.151
O 4.961 -1.025 0.576 -0.416 0.292 -0.450
C 3.834 -0.323 0.423 0.268 1.479 -0.012
O 3.824 0.898 0.516 0.081 -1.721 0.353
O 2.770 -1.087 0.180 0.441 0.038 0.187
C 1.525 -0.503 0.559 -0.575 0.050 -0.492
C 0.392 -1.457 0.293 0.132 -0.414 0.606
C 0.394 -2.660 1.230 0.377 -0.359 -0.513
N 1.435 -3.634 0.907 0.327 0.560 -0.037
H 4.854 -2.368 -1.009 -0.108 0.145 -0.361
H 4.154 -2.951 0.495 -0.334 -0.109 0.180
H 5.901 -2.793 0.324 0.363 -0.022 0.172
H 1.563 -0.264 1.614 0.088 0.177 0.342
H 1.352 0.402 -0.003 0.195 0.400 -0.154
H 0.358 -1.754 -0.747 0.072 -0.137 -0.333
H -0.524 -0.922 0.495 -0.322 0.316 -0.066
H -0.581 -3.140 1.228 -0.390 0.128 0.114
H 0.598 -2.290 2.226 -0.092 0.032 0.402
H 1.168 -4.247 0.160 -0.077 -0.270 -0.108
H 1.732 -4.155 1.710 -0.065 -0.331 0.140
```
Positions in Å, forces in eV/Å.

structure (SMILES): O=C1C=C(O)C(=O)C=C1O.O=C1C=C(O)C(=O)C=C1O.COC(=O)OCCCN
E_tot: -41948.7690 eV
HOMO energy: -9.2472 eV

Just the Löwdin charges please, in e? Sure, here they are: 0.114, -0.314, 0.077, -0.237, 0.118, -0.305, 0.094, 0.077, -0.238, 0.124, 0.137, 0.110, 0.137, 0.121, 0.096, -0.323, 0.069, -0.236, 0.114, -0.310, 0.115, 0.074, -0.243, 0.112, 0.133, 0.073, 0.133, 0.116, -0.032, 0.027, -0.548, 0.098, 0.024, -0.154, -0.165, -0.262, 0.009, 0.098, 0.073, 0.091, 0.138, 0.120, 0.124, 0.095, 0.086, 0.113, 0.067, 0.063

---

The molecule C5H6O2S in a non-equilibrium geometry, computed with ωB97M-V/def2-TZVPD.

```
14
Properties=species:S:1:pos:R:3:forces:R:3
C 0.742 -2.006 -1.095 1.906 -2.272 0.187
C 0.115 -1.039 -0.492 -0.988 0.514 0.175
C 0.155 0.433 -0.725 -1.193 -0.328 -0.343
C -0.169 0.905 0.671 0.401 0.866 0.191
S -0.930 2.544 0.733 0.346 0.554 0.391
C -1.071 -0.191 1.281 0.969 0.381 -0.384
O -1.787 -0.171 2.228 0.029 0.044 -0.335
O -0.818 -1.302 0.538 0.324 -0.427 -0.282
H 0.791 -3.026 -0.656 -0.688 0.748 -0.453
H 1.516 -1.880 -1.864 -0.677 0.496 0.272
H 1.108 0.796 -1.073 0.209 0.017 -0.216
H -0.653 0.733 -1.417 0.409 -0.092 0.164
H 0.815 0.860 1.161 -0.546 0.232 0.654
H 0.186 3.344 0.709 -0.500 -0.733 -0.020
```
Positions in Å, forces in eV/Å.

ΔE to the lowest compared entry with this formula, charge and spin: 11.0 kcal/mol
structure (SMILES): C=C1C[C@@H](S)C(=O)O1
E_tot: -20211.7291 eV
HOMO energy: -9.5969 eV

Just the Löwdin charges please, in e? Sure, here they are: 0.082, -0.336, -0.156, -0.580, 0.786, -0.481, 0.151, 0.090, 0.089, 0.079, 0.126, 0.132, 0.135, -0.116